[1]
ORCA calculation (wB97M-V/def2-TZVPD) on one molecule with the formula C4H5N3O at a distorted geometry.

As for the net charge: 0. The gap between HOMO and LUMO is 0.3505 Ha. Its SMILES is O=C1NN=C[C@@H]2N[C@@H]12. Its spin multiplicity is 1. For the molar mass, the calculation gives 111.10 g/mol. For the energy above the lowest of the compared OMol25 structures with the same formula, charge and spin, the calculation gives 6.386 eV. For the total energy, the calculation gives -394.7329 Ha.

```
13
Properties=species:S:1:pos:R:3:forces:R:3:nbo_charge:R:1
O 2.584422 -0.707770 -0.201119 -0.5766 -0.2913 -0.6660 -0.519
C 1.445144 -0.334306 -0.193649 0.1208 0.4788 2.4553 0.664
N 1.225892 1.144057 -0.229994 0.1207 0.5118 2.7880 -0.497
N -0.057402 1.675940 -0.007243 1.9394 2.9632 0.5961 -0.231
C -1.149703 1.076740 0.008963 -2.4787 -1.9381 -0.8957 0.034
C -1.000018 -0.326074 -0.458167 1.5603 0.3623 0.6095 -0.166
N -0.944279 -1.707116 -0.251476 0.0171 -2.0149 0.9830 -0.504
C 0.151334 -1.022078 0.387971 1.1808 2.5520 -2.6640 -0.189
H 1.961580 1.769558 0.472315 -2.5932 -2.6074 -3.0719 0.428
H -2.178193 1.546498 -0.053166 1.6295 0.1566 0.6898 0.212
H -0.709529 -0.302077 -1.465132 0.6696 0.9134 -1.6518 0.196
H -1.457019 -2.000653 0.532317 -1.3345 -1.0349 1.0455 0.358
H 0.127775 -0.812723 1.458385 -0.2552 -0.0515 -0.2179 0.215
```
Forces are in eV/Å.

***

[2]
ORCA calculation (wB97M-V/def2-TZVPD) on C56H47AsN2O6P2PbS4 as an isolated structure at a distorted geometry.

As for the net charge: -2. The gap between HOMO and LUMO is 0.2196 Ha. Its spin multiplicity is 1. For the molar mass, the calculation gives 1316.34 g/mol. For the energy above the lowest of the compared OMol25 structures with the same formula, charge and spin, the calculation gives 2.892 eV. For the total energy, the calculation gives -7427.2720 Ha.

```
119
Properties=species:S:1:pos:R:3:forces:R:3:lowdin_charge:R:1
Pb -0.587828 2.483142 0.330852 -0.0081 -0.2137 0.1094 1.002
S -5.385496 2.810877 1.063021 0.7219 0.0887 -0.3626 -0.040
As -4.256645 3.858736 -0.415703 0.0896 0.5665 0.2743 -0.341
S -2.211481 4.728975 -0.025282 -1.0451 -0.6119 -0.0404 -0.107
S -3.535980 2.215117 -1.996089 -0.3354 -0.4717 0.7271 0.550
S -5.426099 5.207834 -1.526363 0.2381 -0.0313 -0.0470 -0.217
C 3.356323 0.185386 -1.421906 -0.0845 -0.2386 0.2000 -0.309
N 2.770505 -0.190636 -2.706493 -0.5326 0.5253 -0.1113 -0.137
C 1.916549 0.848285 -3.300246 0.0405 1.0607 2.1302 -0.286
P 0.106588 1.026154 -2.779948 0.0790 1.0392 -0.5562 1.045
C -0.671490 -0.603336 -2.882357 -0.5917 -0.2509 -0.9112 -0.371
C -0.626613 -1.447856 -1.783070 1.1873 0.2457 0.0012 -0.084
C -1.291691 -2.678104 -1.800910 -0.4037 1.2255 0.4885 -0.081
C -2.065254 -3.048824 -2.874992 0.9643 1.3467 -1.1100 -0.077
C -2.068957 -2.213597 -4.032963 0.0614 -1.0165 1.3343 -0.073
C -1.432056 -0.984202 -3.999902 -0.4765 -0.2805 -0.2155 -0.089
C -0.458814 1.834196 -4.401614 -0.3903 -0.2833 -0.9254 -0.315
C -1.404904 2.888330 -4.389944 0.5361 -0.7571 0.4718 -0.139
C -2.094448 3.262524 -5.520208 -1.2031 0.0859 -2.1690 -0.075
C -1.848342 2.617689 -6.761531 -0.6525 0.6534 0.7031 -0.095
C -0.862874 1.663002 -6.808242 0.6897 -0.0952 -1.4641 -0.136
C -0.174612 1.274087 -5.689278 0.2646 0.0921 2.0230 -0.130
C 3.468723 -1.001445 -3.560531 1.3656 -0.2957 -0.7991 -0.206
C 4.588840 -1.750722 -3.077437 -0.1485 0.6781 -0.2300 -0.057
C 5.458504 -2.361019 -3.994825 -0.0750 -0.8679 1.2245 -0.112
C 5.178909 -2.424850 -5.352289 -0.0307 0.6999 -0.4988 -0.126
C 4.045146 -1.734838 -5.832229 0.9564 -0.6387 1.7966 -0.105
C 3.225933 -1.036466 -4.983072 -0.1528 -0.2825 1.5169 -0.022
P 2.216631 0.032666 0.013229 0.7689 -0.8266 0.5158 1.116
C 2.053057 -1.786420 0.109161 -1.1711 0.7163 1.4247 -0.422
C 2.413028 -2.782219 -0.714175 1.2589 -1.2877 -2.2845 -0.101
C 1.927840 -4.082160 -0.558572 -1.5497 0.0441 0.2609 -0.096
C 0.938611 -4.380139 0.362612 0.2229 -0.8963 2.5298 -0.099
C 0.673375 -3.409161 1.388597 0.1857 -0.9178 -1.9447 -0.066
C 1.224740 -2.175294 1.166178 -0.3776 1.3381 3.0478 -0.130
C 3.551790 0.233986 1.281444 -0.0086 -0.1774 -0.0619 -0.359
C 4.410939 -0.732676 1.780068 -0.2689 -2.9047 -0.1329 -0.103
C 5.366150 -0.514227 2.763523 0.1382 0.6113 0.2750 -0.094
C 5.499557 0.801850 3.239054 0.2670 0.1974 0.0904 -0.104
C 4.699953 1.794697 2.729621 -1.0658 -1.3941 -1.0379 -0.073
C 3.718168 1.485052 1.787663 -0.9534 1.9794 -0.0351 -0.098
H 3.479300 1.242085 -1.435720 0.5033 1.1837 -0.1185 0.062
H 4.334357 -0.249905 -1.166562 -0.5670 0.0657 -0.4636 0.087
H 1.993041 0.802140 -4.345304 0.0791 0.1913 -1.0968 0.019
H 2.234373 1.889131 -2.939172 0.1533 -1.3015 -0.6064 0.103
H 0.060328 -1.129999 -0.973298 -1.1378 -0.4795 -0.2417 0.065
H -1.361717 -3.215210 -0.883334 0.2876 -0.5796 0.4531 0.088
H -2.590780 -3.967823 -2.798501 -0.5177 -0.6457 -0.3385 0.083
H -2.535815 -2.595505 -4.924964 -0.3874 0.2801 -0.2079 0.087
H -1.600316 -0.301514 -4.836449 0.2943 -0.3984 0.3168 0.089
H -1.685951 3.360500 -3.464886 0.1945 0.1149 0.3131 0.049
H -2.935118 3.995344 -5.515867 0.9416 -0.5187 0.4396 0.121
H -2.435526 2.787584 -7.686011 0.3592 0.2997 0.8552 0.105
H -0.567533 1.268364 -7.794522 -0.2876 -0.1308 0.5815 0.106
H 0.523582 0.443249 -5.762146 -0.0471 0.1821 -0.0373 0.085
H 4.798446 -1.738229 -1.976247 0.0650 -0.2796 -1.5623 0.098
H 6.318769 -2.898142 -3.532497 -0.5659 0.4629 -0.7110 0.107
H 5.859431 -2.894648 -6.067224 -0.2240 0.0028 0.3737 0.088
H 3.778152 -1.765780 -6.840672 -0.1998 -0.0692 -1.5509 0.077
H 2.342547 -0.577340 -5.388568 -0.0096 0.0416 -0.1033 0.070
H 3.072068 -2.636605 -1.580713 -0.4154 0.0586 0.5432 0.079
H 2.136340 -4.837674 -1.270173 0.6065 -0.5222 -0.6985 0.084
H 0.570475 -5.444873 0.541569 0.3754 1.5162 -0.7075 0.112
H 0.027283 -3.572305 2.252968 0.2221 -0.0849 -0.3345 0.106
H 1.059204 -1.465227 2.025751 -0.0597 -0.3015 -1.3025 0.110
H 4.204031 -1.798454 1.482469 0.4701 1.0666 0.1591 0.116
H 5.968532 -1.332408 3.193359 -0.4456 0.4429 -0.3929 0.099
H 6.160731 1.152734 4.025132 0.2965 -0.6961 0.0473 0.094
H 4.679534 2.768578 3.092178 0.3189 1.5250 0.7684 0.089
H 2.958523 2.234085 1.488819 0.7830 -0.1313 0.2532 0.092
O -0.474873 0.315232 2.535038 -0.4773 -0.8429 0.8567 -0.152
C 0.032666 0.844332 3.786291 -1.3366 -0.5670 -1.4995 -0.299
C 0.945931 2.022460 3.429207 -0.8609 0.1492 -1.1466 -0.605
O 1.719956 2.311083 4.315977 1.2059 0.9411 0.6285 0.050
O 0.742967 2.632203 2.308396 0.4327 -0.3382 1.0480 -0.227
C -1.196939 1.472013 4.458384 -0.6463 0.0457 -0.0559 -0.126
C -1.292667 1.688110 5.815665 2.5419 -0.6337 0.7770 -0.042
C -2.422485 2.154153 6.440621 -0.0051 -0.5351 -1.2522 -0.095
C -3.536632 2.351761 5.651952 -0.8223 0.9212 1.3308 -0.105
C -3.467158 2.242887 4.281100 -1.6732 0.2757 0.3862 -0.083
C -2.323823 1.811922 3.695377 1.2657 -0.6434 0.0414 -0.019
C 0.663723 -0.314891 4.596309 -2.2595 0.5674 0.2270 -0.113
C -0.262402 -1.279579 5.049284 2.6623 -0.6356 0.0772 -0.015
C 0.200838 -2.386098 5.770171 -0.5908 0.2824 0.3960 -0.085
C 1.542267 -2.445661 6.135953 0.1356 0.3359 -0.2355 -0.108
C 2.427433 -1.421092 5.780636 -0.7764 -2.4079 0.3547 -0.086
C 1.968909 -0.425907 4.984397 1.5456 1.6381 -0.4152 -0.046
H -1.340110 -0.186743 2.688402 1.7934 0.7026 -0.4942 0.068
H -0.369252 1.427281 6.387916 -0.8956 0.3537 -0.1994 0.137
H -2.421526 2.266830 7.486581 -0.1879 0.1979 1.1420 0.080
H -4.452971 2.662082 6.173413 0.1981 -0.0926 -0.5228 0.100
H -4.361417 2.449112 3.690717 0.3907 -0.0340 -0.0595 0.049
H -2.329155 1.637856 2.653320 0.0410 0.0864 -1.0281 0.066
H -1.253584 -1.250876 4.735492 -1.6827 0.2587 -0.3198 0.098
H -0.530554 -3.136921 6.135661 0.6682 0.3869 -0.4399 0.103
H 1.938214 -3.307346 6.624126 0.0479 -0.5007 0.5545 0.077
H 3.472900 -1.535093 6.018499 0.1554 0.2323 0.0933 0.096
H 2.735938 0.293342 4.725142 -0.4816 0.3710 -0.4048 0.107
C 0.850049 5.335281 -1.105448 -1.4080 0.2584 0.6759 -0.164
C 1.154067 3.929534 -0.535165 0.7587 0.4233 -1.1521 -0.539
O 2.308501 3.518383 -0.688963 -0.6042 -0.0907 0.2446 -0.133
H 0.214609 5.331029 -2.015822 0.1371 -0.4840 0.5046 0.058
H 1.704155 5.941121 -1.356463 0.7907 0.0090 0.1077 0.043
H 0.222973 5.872363 -0.345974 0.5137 -0.2835 -0.6025 0.026
O -2.365435 -1.383310 1.826205 -0.1037 -0.0699 0.0897 0.080
C -3.219240 -0.962479 1.086040 -1.3990 -0.0522 -0.6171 -0.351
N -3.130864 0.127094 0.199001 0.4679 -0.5828 -0.1524 0.184
C -4.238697 0.172015 -0.476198 -0.5407 -0.4212 1.6800 -0.473
O -4.584095 0.946414 -1.434643 0.0870 0.4946 -1.0601 -0.424
C -5.278180 -0.813583 0.021859 0.0173 0.3805 -0.7216 -0.099
C -6.588699 -1.072252 -0.289837 -0.1789 0.1105 -0.0603 0.001
C -7.194194 -2.183543 0.300662 -1.8532 0.7812 -1.3652 -0.100
C -6.540920 -2.945472 1.214206 0.2995 -1.5115 1.2325 -0.112
C -5.264570 -2.593720 1.645089 1.2112 -0.7753 -0.6132 -0.010
C -4.645495 -1.569570 0.957723 1.3809 0.1281 1.1414 -0.084
H -7.141574 -0.421851 -0.937241 -0.1470 0.1231 -0.4144 0.116
H -8.241629 -2.426362 -0.018581 1.1038 0.1440 0.4399 0.116
H -6.990124 -3.884890 1.576511 0.1066 0.6572 -0.0183 0.105
H -4.639399 -3.245205 2.278745 -0.6240 0.4967 -0.0166 0.123
```
Forces are in eV/Å.